C27H54BrN4O26P2 | ωB97M-V with the def2-TZVPD basis set

Results
- molecular weight (g mol⁻¹) = 992.58
- total energy (eV) = -176685.655

ORCA input file:
```
! wB97M-V def2-TZVPD RIJCOSX def2/J DEFGRID3
* xyz 1 1
C -2.24493 -2.88186 -5.00322
N -1.39404 -1.87085 -5.64007
C -1.97491 -0.53486 -5.50362
C -1.75361 -0.08741 -4.08256
C -2.78075 -0.04441 -3.16937
C -2.52262 0.34610 -1.84662
P -3.98748 0.33988 -0.70362
O -3.72281 -0.17404 0.63037
O -5.11460 -0.57516 -1.37625
O -4.60758 1.81010 -0.65448
N -1.27496 0.68390 -1.55224
P -0.88729 1.17155 0.15808
N -1.82031 2.27645 0.65950
O -0.80134 -0.15648 1.01981
O 0.60333 1.73198 0.15738
N -0.24236 0.69233 -2.37192
C -0.47201 0.31850 -3.58903
Br 0.98771 0.27678 -4.80004
H -1.92775 -3.86545 -5.35624
H -2.14119 -2.86911 -3.91228
H -3.30562 -2.73473 -5.26917
H -1.23247 -2.08269 -6.61568
H -3.04439 -0.59408 -5.75925
H -1.45446 0.13889 -6.19133
H -3.77564 -0.34016 -3.48628
H -4.86481 -1.50691 -1.27619
H -4.98652 2.04055 -1.52260
H -2.28340 1.92218 1.49812
H -0.74987 -0.92046 0.42285
H 0.68085 2.48721 -0.44616
C -5.90972 5.04690 -6.37067
O -5.46026 6.09548 -5.51218
C -5.44477 5.78295 -4.21911
O -5.76746 4.72172 -3.74389
O -5.01345 6.84184 -3.54263
C -4.94548 6.65603 -2.12654
H -5.87430 5.42947 -7.38673
H -5.25275 4.18097 -6.29673
H -6.93533 4.76876 -6.13429
H -4.24805 5.85777 -1.87591
H -5.93207 6.44273 -1.71903
H -4.58246 7.58656 -1.70014
C -2.42772 -1.01705 4.18279
O -1.86580 -1.63396 5.34016
C -0.70097 -2.24800 5.11775
O -0.12738 -2.31108 4.05951
O -0.28912 -2.77360 6.26579
C 0.95957 -3.46785 6.18807
H -3.36375 -0.55115 4.48229
H -1.75954 -0.24735 3.79973
H -2.63731 -1.75900 3.41340
H 1.75641 -2.79102 5.88468
H 0.88899 -4.30889 5.50022
H 1.17730 -3.84376 7.18345
C 5.77732 -0.12223 -6.43032
O 5.93196 0.76475 -7.53847
C 4.80116 1.05497 -8.17672
O 3.70373 0.63976 -7.89648
O 5.09106 1.88085 -9.17663
C 3.96574 2.28267 -9.95986
H 6.76449 -0.27470 -6.00362
H 5.13036 0.31809 -5.67243
H 5.38287 -1.08280 -6.75812
H 3.24403 2.82144 -9.34775
H 3.49792 1.42006 -10.43148
H 4.33738 2.94830 -10.73355
C 3.08922 -6.52736 -2.10270
O 3.09951 -5.13572 -2.43994
C 1.91565 -4.64400 -2.77669
O 0.87626 -5.25010 -2.81873
O 2.06819 -3.34585 -3.06491
C 0.85950 -2.70002 -3.44590
H 4.10922 -6.80080 -1.84924
H 2.45029 -6.70852 -1.24036
H 2.76363 -7.12561 -2.95165
H 0.13109 -2.74193 -2.62896
H 0.44769 -3.14914 -4.34241
H 1.09839 -1.65191 -3.65758
C 7.33536 0.10616 0.64616
O 6.19675 -0.68826 0.29815
C 5.09568 -0.39296 0.98038
O 4.99010 0.45399 1.82967
O 4.11597 -1.19919 0.56786
C 2.87401 -0.97731 1.23501
H 8.16049 -0.23042 0.02494
H 7.14625 1.15875 0.44261
H 7.59934 -0.03834 1.69213
H 2.51589 0.03534 1.05117
H 2.97130 -1.16102 2.30393
H 2.15354 -1.68403 0.82879
C 3.79071 1.07207 4.33849
O 4.27150 2.11704 5.18797
C 4.31118 1.79449 6.47993
O 3.98579 0.73747 6.95429
O 4.77392 2.84573 7.15649
C 4.87042 2.63955 8.56682
H 3.80151 1.44541 3.32594
H 4.43934 0.20100 4.39658
H 2.76621 0.80607 4.60516
H 5.56123 1.82835 8.79065
H 3.89015 2.43337 8.99347
H 5.25581 3.55945 8.99804
C -3.75034 -2.32030 7.28456
O -4.44251 -1.10396 7.58281
C -4.71367 -0.93013 8.87675
O -4.43077 -1.68759 9.76531
O -5.35427 0.23244 9.01286
C -5.70939 0.54995 10.35972
H -3.59494 -2.34746 6.22189
H -2.78379 -2.34532 7.78228
H -4.35287 -3.18310 7.57039
H -4.82003 0.63734 10.98159
H -6.38573 -0.20014 10.76623
H -6.21953 1.50922 10.33756
*
```